[1]
82
Properties=species:S:1:pos:R:3:forces:R:3:lowdin_spin:R:1 method="wB97M-V/def2-TZVPD" s2=3.763 gap_ha="0.2139 / 0.2539" total_charge=-1 relative_energy_kcal_mol=28.06 e_lumo_ev="2.3 / 2.2" homo_energy_ev="-3.568 / -4.658" e_tot_ev=-111341.532 spin_multiplicity=4
V 0.2813 0.6496 0.2921 -0.257 -0.904 -1.201 2.699
Cl -0.8999 7.3340 -0.7241 0.017 -0.005 -0.001 0.001
C -0.0621 5.8260 -0.4845 -0.068 0.009 0.001 0.001
C -0.7807 4.7307 -0.0244 0.007 0.013 -0.087 -0.001
C -0.1434 3.5135 0.1565 -0.036 -0.037 -0.097 0.004
N -0.7555 2.3473 0.6095 -0.159 0.352 0.321 -0.004
C -1.7030 2.3520 1.5534 0.034 0.061 -0.035 0.023
O -2.5877 3.1779 1.7918 0.050 -0.003 0.049 0.041
C -1.4955 1.1803 2.4928 0.048 0.066 0.111 0.030
C -2.3054 1.0321 3.6072 -0.041 0.013 -0.055 -0.001
C -1.9968 0.0629 4.5409 0.022 -0.034 -0.009 0.024
C -0.8726 -0.7235 4.3297 0.010 -0.028 0.033 0.001
C -0.1155 -0.5195 3.1918 -0.010 0.050 -0.154 0.024
N -0.4113 0.4097 2.2733 -0.221 -0.029 0.719 0.018
C 1.2471 3.3768 -0.0760 0.096 -0.156 0.021 0.003
C 1.9442 4.4904 -0.5324 -0.092 0.015 -0.045 0.001
C 1.2878 5.6968 -0.7506 0.108 0.009 0.001 -0.001
Cl 2.2192 7.0441 -1.3469 -0.012 -0.006 0.005 0.000
N 1.8152 2.0924 0.1126 0.141 0.594 -0.077 0.017
C 3.1149 2.0300 0.4552 0.044 -0.117 0.180 0.010
O 3.8419 2.9320 0.8822 -0.051 0.097 -0.157 0.008
C 3.7721 0.6662 0.3426 -0.048 0.013 0.091 0.003
C 4.6521 0.2751 1.3505 -0.024 0.011 -0.049 0.002
C 5.2924 -0.9432 1.2378 -0.009 -0.020 -0.004 0.000
C 5.0625 -1.7168 0.1081 0.033 0.016 -0.011 0.001
C 4.1862 -1.2325 -0.8483 0.055 0.064 -0.035 0.000
N 3.5396 -0.0726 -0.7378 0.081 0.033 -0.088 0.004
H -1.8365 4.8149 0.1834 0.004 0.004 0.008 0.000
H -3.1463 1.7048 3.7053 0.006 -0.004 0.015 0.000
H -2.6092 -0.0742 5.4234 -0.001 0.001 -0.004 0.002
H -0.5708 -1.4864 5.0346 -0.019 0.006 0.010 0.000
H 0.7635 -1.1162 2.9911 -0.004 -0.014 0.048 0.001
H 3.0062 4.4378 -0.7069 0.037 -0.030 0.008 0.000
H 4.8151 0.9398 2.1868 -0.003 0.005 0.004 0.000
H 5.9634 -1.2872 2.0157 0.003 -0.006 -0.007 0.000
H 5.5393 -2.6783 -0.0300 0.000 -0.003 0.011 0.000
H 3.9817 -1.8080 -1.7463 -0.003 -0.012 0.005 0.000
C 1.4273 1.4746 -3.1032 0.014 0.021 0.025 0.001
N 0.0779 1.5216 -2.5578 0.012 0.024 0.074 0.008
C -0.5989 2.7304 -3.0006 0.009 0.006 0.101 0.000
C -0.7168 0.3801 -2.9648 -0.010 -0.013 0.014 0.003
C -0.0812 -0.9696 -2.6843 -0.054 -0.028 -0.049 0.002
N 0.4337 -1.0949 -1.3307 0.272 -0.158 -0.120 0.017
C 1.0228 -2.2531 -1.0393 -0.109 0.043 0.072 0.004
C 1.6624 -2.3792 0.2231 -0.046 -0.060 0.015 0.004
F 1.6669 -1.2633 1.0020 -0.004 -0.069 0.167 0.031
C 2.3100 -3.4924 0.6789 -0.077 -0.007 0.024 0.001
F 2.8858 -3.4506 1.8985 0.006 -0.014 -0.011 0.000
C 2.4012 -4.6442 -0.0861 0.025 0.010 0.015 0.002
C 1.7901 -4.5742 -1.3238 -0.017 -0.006 -0.058 0.000
F 1.8209 -5.6630 -2.1232 0.004 -0.002 0.013 0.000
C 1.1280 -3.4594 -1.7944 0.014 -0.012 0.017 0.002
F 0.5493 -3.5762 -3.0197 0.026 -0.035 -0.008 0.000
H 1.4149 1.4116 -4.2060 0.007 -0.009 -0.002 0.000
H 1.9797 0.6363 -2.6847 -0.007 -0.019 0.016 0.000
H 1.9548 2.3829 -2.8128 -0.007 0.020 0.005 0.000
H -0.7566 2.7181 -4.0936 -0.006 0.018 0.005 0.000
H -0.0093 3.6087 -2.7483 0.040 0.053 0.080 0.000
H -1.5701 2.8171 -2.5101 -0.002 0.002 0.008 0.000
H -0.9264 0.4222 -4.0514 -0.002 -0.029 -0.012 0.000
H -1.6900 0.4702 -2.4685 -0.008 -0.010 0.039 0.001
H 0.7082 -1.1372 -3.4273 0.025 0.020 0.022 0.000
H -0.8522 -1.7199 -2.9140 0.005 0.011 0.006 0.000
H 2.9031 -5.5342 0.2580 0.000 0.003 0.007 0.000
C -4.0215 -2.9166 1.9647 0.013 -0.007 0.025 0.000
C -3.7136 -2.0677 0.7358 0.031 -0.030 -0.012 0.000
C -3.5569 -2.9687 -0.4927 -0.023 -0.036 -0.025 0.000
C -4.8276 -1.0492 0.5109 -0.032 0.026 -0.006 0.000
N -2.4768 -1.3405 1.0702 0.018 -0.040 -0.060 0.003
N -1.9666 -0.4868 0.0583 0.129 0.322 0.023 0.007
H -4.9465 -3.4786 1.8265 0.003 0.000 -0.009 0.000
H -4.1179 -2.2800 2.8453 -0.012 0.004 -0.009 0.000
H -3.2167 -3.6337 2.1489 0.000 0.010 0.002 0.000
H -4.4870 -3.5019 -0.7019 0.002 0.006 0.011 0.000
H -2.7694 -3.7096 -0.3346 0.006 0.012 0.006 0.000
H -3.3101 -2.3952 -1.3891 -0.001 0.001 0.004 0.000
H -5.7990 -1.5469 0.5078 0.006 -0.002 -0.023 0.000
H -4.7184 -0.5363 -0.4468 0.018 0.003 0.010 0.000
H -4.8217 -0.2981 1.3033 -0.001 -0.032 0.022 0.000
H -1.7384 -2.0074 1.2732 0.013 0.015 0.044 0.001
H -2.5515 0.3404 -0.0093 -0.078 -0.059 0.040 0.002
H -1.9296 -0.9445 -0.8471 0.056 0.024 -0.029 0.001


[2]
76
Properties=species:S:1:pos:R:3:forces:R:3:lowdin_spin:R:1 method="wB97M-V/def2-TZVPD" s2=15.937 gap_ha="0.2457 / 0.2457" total_charge=+1 relative_energy_kcal_mol=12.79 e_lumo_ev="-3.5 / -3.6" homo_energy_ev="-10.229 / -10.243" e_tot_ev=-83229.895 spin_multiplicity=8
Gd 0.0279 -0.3225 0.0948 0.732 -0.111 0.356 7.202
I -6.9868 1.1500 3.9597 0.382 -0.114 -0.252 0.000
C -5.2684 0.5331 2.8967 -0.422 0.091 0.293 0.000
C -5.2123 -0.7487 2.3724 -0.161 0.078 0.101 0.000
C -4.0737 -1.1381 1.7079 0.654 -0.510 -0.478 -0.001
I -3.8685 -3.0855 0.9206 -0.250 0.273 0.196 0.001
C -2.9480 -0.3050 1.5421 -1.119 0.205 0.630 -0.001
O -1.8704 -0.7674 0.9590 0.352 -0.235 0.010 -0.014
C -3.0425 0.9939 2.0916 0.379 -0.217 -0.157 0.000
C -1.8762 1.9515 2.0462 0.002 -0.099 0.138 0.000
N -1.1563 1.9485 0.7548 0.162 0.535 -0.170 0.002
C -2.0351 2.3468 -0.3622 -0.075 -0.011 -0.112 0.001
C -1.5101 1.8888 -1.7041 -0.046 0.191 -0.097 0.000
C -1.3522 2.7572 -2.7747 -0.122 -0.159 0.046 0.000
C -0.9273 2.2551 -3.9943 -0.035 -0.114 0.095 0.000
C -0.7117 0.8916 -4.1247 -0.056 0.066 0.056 0.000
C -0.8885 0.0922 -3.0098 -0.070 -0.044 -0.121 0.001
N -1.2491 0.5798 -1.8189 -0.070 0.234 -0.328 -0.008
C -4.1971 1.3922 2.7512 -0.123 -0.022 0.043 0.000
H -6.0401 -1.4285 2.4976 -0.050 -0.079 -0.040 0.000
H -1.1353 1.6967 2.8175 -0.119 0.006 -0.114 0.000
H -2.2542 2.9603 2.2658 0.070 -0.125 0.028 0.000
H -0.4372 2.6654 0.8533 -0.146 -0.224 0.008 0.000
H -2.2176 3.4285 -0.3752 -0.010 -0.113 -0.001 0.000
H -2.9981 1.8464 -0.2098 0.090 0.115 -0.003 0.000
H -1.5629 3.8080 -2.6545 0.007 0.113 0.041 0.000
H -0.7796 2.9183 -4.8325 0.008 0.051 -0.088 0.000
H -0.4170 0.4591 -5.0675 0.032 -0.060 -0.047 0.000
H -0.7594 -0.9853 -3.0649 0.154 0.083 0.019 0.000
H -4.2543 2.3822 3.1795 0.043 0.127 -0.014 0.000
C 2.8209 4.9395 -2.3367 -0.119 -0.010 0.062 0.001
C 3.5526 3.8912 -2.8776 -0.043 0.055 -0.006 0.000
C 3.2357 2.5828 -2.5735 -0.076 -0.172 0.096 0.001
C 2.1784 2.2931 -1.7012 0.356 0.919 -0.279 -0.001
C 1.4630 3.3557 -1.1521 0.096 -0.457 0.041 0.001
C 1.7746 4.6640 -1.4701 0.066 0.148 -0.039 0.000
N 1.8396 0.9727 -1.3323 0.911 -2.453 -0.736 0.001
N 2.5735 0.1061 -1.9429 -0.487 2.975 0.455 -0.005
C 2.5107 -1.2411 -1.7611 -0.756 -1.486 0.660 -0.011
C 3.5877 -1.9072 -2.3926 -0.396 0.388 0.258 -0.005
C 3.7039 -3.2718 -2.3048 -0.159 -0.229 0.099 0.005
C 2.7320 -3.9762 -1.6018 0.127 0.133 -0.061 -0.007
C 1.6788 -3.3147 -0.9758 -0.547 0.200 0.267 -0.011
C 1.4906 -1.9258 -1.0178 1.048 -0.172 -0.729 -0.127
H 3.0657 5.9613 -2.5842 0.033 0.070 -0.001 0.000
H 4.3828 4.1011 -3.5359 0.032 -0.018 -0.064 0.000
H 3.8064 1.7668 -2.9885 0.015 0.042 -0.027 0.000
H 0.6602 3.1419 -0.4661 0.003 0.032 -0.033 0.000
H 1.2071 5.4717 -1.0312 -0.040 0.060 0.024 0.000
H 4.3195 -1.3108 -2.9171 0.012 0.071 -0.078 -0.001
H 4.5291 -3.7871 -2.7735 0.022 -0.032 -0.034 0.000
H 2.7991 -5.0540 -1.5448 -0.030 -0.047 0.071 -0.001
H 0.9693 -3.9281 -0.4274 -0.021 0.015 -0.043 -0.001
C -0.4192 -0.4906 5.8402 0.029 -0.230 -0.187 0.000
C -1.2181 -1.1118 4.7062 -0.153 -0.011 0.324 0.000
N -0.4696 -0.9737 3.4696 -0.023 -0.091 -0.045 0.001
C 0.8439 -0.6615 3.3635 -0.342 0.077 -0.031 -0.001
N 1.3081 -0.3721 2.1584 0.061 -0.002 -0.157 -0.022
C 2.7646 -0.2119 2.0674 -0.075 0.031 0.009 0.000
C 3.2733 0.5995 3.2518 -0.086 -0.245 -0.085 -0.001
C 2.9644 -0.1993 4.5065 0.347 0.167 -0.121 0.000
N 1.5848 -0.6515 4.4915 -0.105 0.099 -0.206 -0.001
C 0.9876 -1.0631 5.7503 -0.212 -0.009 0.158 0.000
H -0.8746 -0.7007 6.8056 -0.033 -0.061 -0.011 0.000
H -0.3698 0.5924 5.7090 -0.009 0.036 0.071 0.000
H -2.1891 -0.6207 4.5943 0.070 -0.022 -0.061 0.000
H -1.4081 -2.1721 4.9149 0.011 0.115 0.009 0.000
H -0.9746 -1.1336 2.6000 0.175 0.087 0.246 0.001
H 3.0098 0.2805 1.1213 -0.037 -0.062 0.052 0.000
H 3.2475 -1.1986 2.0616 0.037 0.109 -0.081 0.000
H 2.7516 1.5595 3.2752 0.063 0.019 0.017 0.000
H 4.3444 0.7822 3.1810 0.011 0.018 0.018 0.000
H 3.1201 0.4104 5.4001 -0.034 -0.058 -0.022 0.000
H 3.6323 -1.0662 4.5698 0.001 0.072 0.050 0.000
H 1.6148 -0.6914 6.5585 0.049 -0.042 -0.027 0.000
H 0.9588 -2.1568 5.8047 0.012 0.036 0.141 0.000


[3]
77
Properties=species:S:1:pos:R:3:forces:R:3:lowdin_spin:R:1 method="wB97M-V/def2-TZVPD" s2=0.818 gap_ha="0.1204 / 0.1307" total_charge=+3 relative_energy_kcal_mol=109.69 e_lumo_ev="-12.7 / -12.3" homo_energy_ev="-15.962 / -15.852" e_tot_ev=-70117.666 spin_multiplicity=2
Ir -1.6548 0.7824 0.4715 -0.219 -3.322 -0.279 0.761
C -1.7803 6.0250 -1.1095 0.068 -0.163 -0.021 0.001
O -1.2498 4.6823 -1.3174 0.016 0.555 -0.146 0.001
C -1.6689 3.6762 -0.6185 0.228 -0.871 -0.174 0.003
O -1.2136 2.5433 -0.8622 -0.375 1.370 -0.988 0.031
N -2.5629 3.8592 0.3765 -0.026 0.087 0.116 0.001
N -2.9613 2.7210 1.0961 0.211 0.395 -0.012 0.015
H -1.2838 6.6373 -1.8523 -0.010 0.018 0.006 0.000
H -1.5223 6.3738 -0.1104 -0.028 0.030 -0.002 0.000
H -2.8543 6.0282 -1.2888 0.000 0.027 0.019 0.000
H -2.9346 4.7626 0.6298 0.013 -0.028 -0.025 0.000
H -3.9691 2.6225 0.9909 0.043 -0.064 0.044 0.000
H -2.7403 2.8424 2.0844 -0.002 0.028 -0.053 0.000
I -4.0294 -0.2621 0.6179 -0.232 0.243 0.157 -0.006
C -4.1404 -2.1627 -0.2570 0.054 0.463 -0.064 0.004
C -5.3866 -2.4090 -0.7626 0.088 -0.305 -0.086 -0.001
C -5.7190 -3.7237 -1.1402 0.003 0.038 0.017 0.000
C -4.8188 -4.7229 -0.9211 -0.025 -0.036 -0.020 -0.001
C -3.5347 -4.4598 -0.3827 0.057 -0.052 -0.002 0.000
C -2.6687 -5.5426 -0.0956 -0.063 0.012 -0.032 0.000
C -1.4515 -5.3291 0.4767 0.082 0.024 0.084 -0.001
C -1.0133 -4.0123 0.6936 -0.020 -0.188 -0.067 0.000
C -1.7891 -2.9116 0.3786 0.379 0.003 -0.139 -0.001
P -0.7914 -1.3858 0.3349 -1.675 1.716 1.162 -0.006
C 0.1239 -1.4351 -1.2423 0.815 -1.667 0.589 0.027
C 0.1961 -0.2786 -2.0859 1.267 2.390 1.345 0.048
C 0.8172 -0.3667 -3.3708 0.610 -0.772 -1.517 0.023
C 1.4594 -1.5149 -3.7497 -0.214 0.560 -0.421 0.004
C 1.4633 -2.6109 -2.8833 -0.107 0.091 0.004 0.063
C 0.7721 -2.5729 -1.6506 -0.405 0.236 0.271 0.010
C 0.3357 -1.5636 1.7308 0.403 -0.256 -0.329 -0.001
C 1.7072 -1.7360 1.5627 -0.075 0.005 0.120 0.000
C 2.5218 -1.8927 2.6751 0.042 0.038 0.025 0.000
C 1.9675 -1.8744 3.9485 0.029 0.001 -0.015 0.000
C 0.5985 -1.6978 4.1154 0.038 0.002 -0.039 0.000
C -0.2219 -1.5436 3.0094 -0.096 0.002 -0.019 0.001
C -3.1245 -3.1282 -0.0895 -0.225 0.001 -0.158 0.000
H -6.1303 -1.6283 -0.8559 0.049 0.022 0.023 0.000
H -6.6972 -3.9268 -1.5525 0.006 -0.030 -0.007 0.000
H -5.0769 -5.7499 -1.1457 -0.007 -0.001 0.011 0.000
H -3.0110 -6.5474 -0.3090 0.012 -0.005 -0.017 0.000
H -0.8073 -6.1552 0.7435 -0.020 -0.016 0.027 0.000
H -0.0233 -3.8804 1.1100 0.023 0.036 0.008 0.000
H -0.4515 0.5690 -1.9107 -1.108 -0.235 -0.242 0.002
H 0.7877 0.4986 -4.0190 0.087 0.069 0.027 0.000
H 1.9529 -1.5801 -4.7097 0.017 0.011 -0.005 -0.001
H 1.9834 -3.5186 -3.1617 0.097 -0.027 -0.026 0.003
H 0.7566 -3.4740 -1.0516 -0.064 0.038 0.039 0.000
H 2.1446 -1.7517 0.5725 0.000 -0.060 0.027 0.000
H 3.5862 -2.0374 2.5463 0.010 -0.004 0.019 0.000
H 2.6027 -2.0041 4.8145 0.001 -0.006 -0.004 0.000
H 0.1686 -1.6912 5.1079 -0.002 0.002 -0.005 0.000
H -1.2907 -1.4227 3.1511 0.014 0.019 -0.049 0.001
C 2.7327 3.6980 -2.0137 0.027 0.003 0.041 0.000
C 2.4362 3.5525 -0.5290 -0.123 0.035 -0.020 -0.001
C 2.7141 2.1251 0.0788 0.254 0.129 -0.466 -0.008
C 4.0455 1.5440 -0.4179 0.026 0.066 -0.009 0.000
C 4.4135 0.2023 0.1976 0.033 -0.010 -0.004 0.000
C 2.7867 2.3500 1.5843 -0.384 -0.151 0.608 0.000
O 3.7526 2.7521 2.1513 0.040 -0.053 -0.268 -0.005
N 1.5832 2.1462 2.3105 0.451 0.130 -0.241 0.001
C 0.4797 1.6571 1.7470 -1.228 0.089 1.121 0.005
O -0.6458 1.6138 2.3069 1.311 0.057 0.508 0.043
N 0.4683 1.1390 0.4888 1.494 0.479 -1.339 -0.005
C 1.5240 1.2775 -0.3360 -1.838 0.252 2.885 0.002
O 1.5492 0.7603 -1.4667 0.079 -1.426 -1.920 -0.014
H 2.4051 4.6833 -2.3433 0.002 -0.019 -0.009 0.000
H 2.2092 2.9548 -2.6159 -0.036 0.007 -0.031 0.000
H 3.7980 3.6227 -2.2204 0.005 0.000 -0.018 0.000
H 1.3909 3.8179 -0.3361 0.026 -0.008 0.055 0.000
H 3.0493 4.2491 0.0454 0.056 -0.031 -0.016 -0.001
H 4.8108 2.2865 -0.1892 -0.004 -0.010 0.008 0.000
H 3.9924 1.4585 -1.5014 0.054 0.024 -0.027 0.000
H 4.4147 0.2368 1.2883 -0.005 0.001 -0.025 0.000
H 5.4152 -0.0857 -0.1167 -0.001 -0.003 -0.003 0.000
H 3.7325 -0.5863 -0.1309 0.014 0.009 0.006 0.000
H 1.5699 2.4251 3.2861 -0.019 0.006 -0.017 0.000